Entry 1:
Entry from the Open Molecules 2025 dataset: 5 unconnected molecules or ions with the total composition C10H31NO8 at a distorted geometry (ωB97M-V with the def2-TZVPD basis set).

Properties
Frontier orbital gap: 9.3776 eV
HOMO level: -9.10 eV
SMILES string: COCCNCCOC.OCCO.OCCO.O.O
Energy relative to the best compared isomer or geometry (same formula, charge and spin): 80.8 kcal/mol
Energy: -1056.08902 Ha
Lowest unoccupied orbital energy: 0.28 eV
Total charge: 0

Last column: natural (NBO) charge in e.
CARTESIAN COORDINATES (ANGSTROEM)
O  -0.836588  -4.431971  -5.478052  -0.70
O  -0.364918  3.624359  5.020148  -0.55
O  2.934662  3.763389  -0.599432  -0.56
O  -6.113438  -0.261661  -0.906992  -0.69
O  1.241682  -5.318651  -7.455162  -0.73
O  1.793612  -2.706381  0.676118  -0.94
O  3.726692  -4.828131  4.983918  -0.94
O  -7.064268  -3.028491  -0.183992  -0.74
N  1.055382  3.008999  1.626678  -0.63
C  -0.055648  5.009569  5.336808  -0.26
C  0.124232  3.543749  2.544788  -0.24
C  -5.800108  -2.683011  -0.798682  -0.10
C  0.271832  -5.228991  -5.238582  -0.08
C  3.310772  3.187799  0.649678  -0.07
C  0.907272  -6.105401  -6.372502  -0.09
C  3.245582  5.083699  -0.920732  -0.26
C  2.438132  3.429869  1.941518  -0.26
C  -5.241598  -1.283531  -0.422832  -0.12
C  0.302692  2.952279  3.952328  -0.06
H  2.625752  4.465579  2.224758  0.16
H  2.809592  2.771839  2.727088  0.20
H  3.696972  4.965369  -1.905792  0.19
H  -6.018258  -2.617931  -1.864642  0.15
H  1.289762  -3.017081  -0.076102  0.47
H  -0.491608  5.721439  4.635908  0.17
H  1.995452  -4.744161  -7.302202  0.46
H  3.758952  -4.899041  4.029888  0.47
H  -5.254588  -3.625321  -0.748022  0.19
H  3.715582  5.620049  -0.096392  0.18
H  1.621412  -1.765351  0.708158  0.47
H  0.993522  5.279659  5.216878  0.16
H  -0.847648  3.313499  2.108288  0.20
H  0.963342  3.299149  0.663638  0.37
H  -0.022508  -5.890691  -4.423952  0.18
H  -6.016678  -0.361671  -1.856852  0.45
H  1.794552  -6.672821  -6.091652  0.17
H  0.136872  -6.717521  -6.841452  0.18
H  -4.155758  -1.303151  -0.515962  0.18
H  2.380042  5.627949  -1.298542  0.18
H  -7.834468  -2.983581  -0.755282  0.48
H  0.150752  1.873209  3.928178  0.20
H  3.283522  2.109939  0.489738  0.19
H  4.364722  3.398669  0.830878  0.17
H  -0.286158  5.232039  6.378668  0.20
H  0.212892  4.624339  2.656888  0.15
H  1.324612  3.149979  4.275918  0.16
H  -5.422288  -1.114411  0.638698  0.19
H  1.128522  -4.579651  -5.058242  0.13
H  -0.581238  -3.904801  -6.238642  0.47
H  2.808382  -4.983031  5.205158  0.47

Force components x, y, z for each atom (eV/Å):
-0.4 -0.1 -1.0
-1.4 0.5 0.5
-1.3 -1.3 1.2
1.4 -0.6 -1.1
0.4 1.5 -1.7
0.1 -0.2 0.1
0.2 0.0 0.2
0.5 0.3 0.9
2.7 0.1 -0.2
0.7 -0.8 -1.1
-1.5 0.3 0.5
-1.9 0.0 -1.2
1.7 -1.4 0.1
0.2 -0.6 0.5
-1.9 0.2 0.0
-0.5 -0.1 -1.1
0.7 -0.8 -2.0
-1.7 -1.6 2.7
1.4 1.6 0.3
-0.7 0.4 0.4
0.4 0.2 -0.1
1.5 0.6 0.4
0.2 0.1 -0.5
-0.1 -0.1 -0.2
-0.8 -0.1 0.2
0.1 0.0 0.3
0.0 0.0 -0.3
1.0 0.6 0.6
0.5 0.1 -0.5
0.0 0.3 0.1
0.6 -0.7 0.1
-0.4 0.1 0.5
-0.9 0.1 -0.1
0.5 0.2 0.3
-0.4 0.6 -0.5
-0.3 -0.2 0.8
0.0 -0.7 0.6
0.1 0.8 -1.0
-0.7 0.2 0.9
0.4 0.3 -0.3
-0.5 0.1 0.5
-0.2 0.0 -0.3
0.1 0.4 0.3
-0.5 -0.3 -0.2
-0.1 0.4 -0.1
0.7 -0.6 -0.7
0.4 -0.6 0.4
0.2 0.2 1.1
-0.4 0.3 -0.3
-0.2 0.0 0.1



Entry 2:
Entry from the Open Molecules 2025 dataset: 3 unconnected molecules or ions with the total composition C3H11N3O2 at a distorted geometry (ωB97M-V with the def2-TZVPD basis set).

Properties
Frontier orbital gap (alpha / beta): 7.0899 / 6.7849 eV
HOMO level (alpha / beta): -6.91 / -6.49 eV
Energy relative to the best compared isomer or geometry (same formula, charge and spin): 150.1 kcal/mol
Energy: -435.45115 Ha
Lowest unoccupied orbital energy (alpha / beta): 0.18 / 0.30 eV
Total charge: 0

Last column: natural (NBO) charge in e.
CARTESIAN COORDINATES (ANGSTROEM)
O  -1.991396  1.071572  -0.223677  -0.59
O  1.548479  -1.269776  -0.694196  -0.59
N  -1.008206  1.566063  0.476684  -0.32
N  -0.064016  0.128983  -1.597860  -0.85
N  1.766225  1.094163  1.033743  -0.84
C  0.367733  -0.967906  -0.640209  0.71
C  0.563231  0.449914  1.365143  -0.24
C  -0.766856  -1.883357  -0.269203  -0.74
H  0.610754  0.889782  -1.545744  0.43
H  -1.398365  1.913593  1.370828  0.31
H  -1.101497  -2.439389  -1.153747  0.23
H  1.662951  2.070328  0.785559  0.37
H  0.117148  0.896980  2.250456  0.18
H  -0.217464  -0.226593  -2.535527  0.41
H  -1.606296  -1.312893  0.133443  0.26
H  -1.130818  0.619521  -1.270452  0.46
H  -0.400667  -2.599336  0.466193  0.24
H  2.339071  0.578667  0.374911  0.38
H  0.709990  -0.580313  1.673655  0.19

Force components x, y, z for each atom (eV/Å):
0.0 -0.7 -1.1
-1.1 0.5 0.5
1.2 0.4 0.0
-1.5 0.7 0.9
0.0 -0.2 -0.3
0.7 -0.8 -1.9
-0.5 0.8 1.2
0.1 0.3 0.6
0.1 -0.1 -0.3
0.0 -0.5 -0.1
0.1 0.2 0.0
0.0 -0.1 0.0
0.0 0.2 0.0
0.6 -0.1 -0.1
0.0 0.0 -0.1
0.3 -0.3 1.2
0.0 0.0 -0.1
-0.1 0.1 0.0
0.0 -0.3 -0.5



Entry 3:
Entry from the Open Molecules 2025 dataset: 2 unconnected molecules or ions with the total composition C5H6O2 at a distorted geometry (ωB97M-V with the def2-TZVPD basis set).

Properties
Frontier orbital gap: 9.4338 eV
HOMO level: -9.26 eV
SMILES string: CC(=O)C=O.C#C
Energy relative to the best compared isomer or geometry (same formula, charge and spin): 113.4 kcal/mol
Energy: -344.42127 Ha
Lowest unoccupied orbital energy: 0.17 eV
Total charge: 0

Last column: natural (NBO) charge in e.
CARTESIAN COORDINATES (ANGSTROEM)
O  0.818345  -0.911141  -1.625617  -0.51
O  -0.207203  2.002980  0.133541  -0.52
C  0.852504  -0.186492  -0.657678  0.48
C  2.073180  0.078192  0.173209  -0.74
C  -1.822816  -0.438602  0.610056  -0.29
C  -0.437805  1.004421  -0.499972  0.32
C  -2.901388  -0.962935  0.744126  -0.18
H  1.917701  -0.348776  1.168062  0.24
H  -1.007878  0.893392  -1.426520  0.18
H  -3.863077  -1.411728  0.841392  0.24
H  -0.619280  -0.462307  0.546869  0.28
H  2.254465  1.150189  0.265492  0.26
H  2.943253  -0.407191  -0.272961  0.24

Force components x, y, z for each atom (eV/Å):
-0.3 0.5 1.1
-0.9 -1.0 -0.5
-0.6 1.4 -1.4
0.0 -0.4 0.2
2.4 -1.8 0.6
4.2 0.8 -0.9
0.3 0.4 -0.1
0.1 0.2 0.1
-0.9 -0.1 0.2
0.0 0.2 0.0
-3.9 0.0 0.6
-0.2 -0.1 0.1
-0.2 0.0 0.0



> Which of these has the highest energy?

C5H6O2



> The highest energy belongs to which entry?

C5H6O2